Density functional theory data (wB97M-V/def2-TZVPD) for a structure of composition C35H41ClFeN6O6PSe.

```
92
Properties=species:S:1:pos:R:3
Fe 0.513 1.231 -0.311
C 3.182 -0.668 -3.782
C 4.349 0.042 -3.551
C 4.510 0.701 -2.344
C 3.501 0.620 -1.391
N 2.373 -0.062 -1.622
C 2.218 -0.671 -2.786
C 3.564 1.298 -0.074
C 4.554 2.196 0.297
C 4.458 2.806 1.537
C 3.428 2.455 2.391
C 2.508 1.503 1.969
N 2.562 0.980 0.741
C 1.425 0.967 2.823
C 1.351 1.227 4.189
C 0.344 0.648 4.937
C -0.557 -0.194 4.306
C -0.421 -0.383 2.939
N 0.524 0.187 2.206
H 3.017 -1.191 -4.714
H 5.122 0.095 -4.307
H 5.405 1.276 -2.155
H 1.266 -1.167 -2.932
H 5.369 2.444 -0.367
H 5.178 3.558 1.830
H 3.349 2.918 3.363
H 2.075 1.872 4.665
H 0.262 0.846 5.998
H -1.349 -0.691 4.848
H -1.113 -1.027 2.410
C -2.431 -2.980 -3.622
C -1.663 -3.446 -2.379
C -0.237 -3.820 -2.801
C -2.325 -4.693 -1.796
P -1.464 -1.916 -1.246
C -0.733 -2.778 0.217
C -1.380 -3.663 1.080
C -0.676 -4.336 2.067
C 0.692 -4.138 2.208
C 1.341 -3.234 1.383
C 0.633 -2.552 0.403
C -3.188 -1.331 -0.700
C -4.334 -2.327 -0.524
C -2.950 -0.601 0.629
C -3.607 -0.311 -1.775
H -2.318 -3.709 -4.430
H -2.051 -2.017 -3.970
H -3.495 -2.873 -3.409
H -0.258 -4.691 -3.464
H 0.381 -4.068 -1.936
H 0.235 -2.998 -3.340
H -2.426 -5.441 -2.590
H -3.318 -4.490 -1.401
H -1.715 -5.129 -1.006
H -2.444 -3.830 0.990
H -1.194 -5.026 2.723
H 1.244 -4.687 2.961
H 2.401 -3.048 1.510
H 1.138 -1.819 -0.216
H -4.129 -3.083 0.234
H -4.588 -2.825 -1.461
H -5.217 -1.766 -0.202
H -2.935 -1.303 1.466
H -3.737 0.137 0.802
H -2.006 -0.054 0.614
H -3.958 -0.810 -2.682
H -2.779 0.347 -2.033
H -4.411 0.325 -1.396
Cl 1.601 4.884 -3.639
C 1.580 3.122 -3.891
C 1.160 2.375 -2.617
O 0.374 1.414 -2.725
O 1.693 2.730 -1.534
H 2.597 2.824 -4.143
H 0.909 2.901 -4.713
O -2.095 3.071 1.575
Se -2.279 3.170 -0.201
O -3.850 2.955 -0.367
O -1.464 1.898 -0.803
O -1.757 4.590 -0.672
N -1.152 3.343 4.507
C -0.571 3.720 3.293
C -0.785 2.768 2.141
N 0.271 2.824 1.190
C 0.920 4.008 1.090
C 0.824 4.992 2.027
N 0.134 4.786 3.209
H -2.047 2.891 4.393
H -1.164 4.100 5.173
H -0.878 1.748 2.532
H 1.581 4.119 0.242
H 1.332 5.939 1.909
```

Calculated values
Orbital gap (spin up / spin down) = 5.47 / 5.43 eV
HOMO (spin up / spin down) = -3.45 / -3.44 eV
Charge = -1
⟨S²⟩ = 6.009
2S+1 = 5
ΔE to the lowest compared entry with this formula, charge and spin = 52.5 kcal/mol